# 1
{
  "formula": "C6H22O7V",
  "method": "ωB97M-V with the def2-TZVPD basis set",
  "e_homo_ev": -12.07,
  "orbital_gap_ev": 7.87,
  "e_tot_ha": -1712.26624,
  "total_charge": 1,
  "elements": ["O", "V", "O", "O", "H", "H", "O", "H", "H", "O", "H", "H", "C", "C", "C", "O", "H", "H", "H", "H", "H", "H", "H", "H", "C", "C", "C", "O", "H", "H", "H", "H", "H", "H", "H", "H"],
  "xyz": [[3.55, -21.88, -20.43], [2.13, -21.21, -20.12], [2.16, -19.83, -20.97], [1.97, -22.75, -18.35], [2.42, -22.38, -17.58], [1.42, -23.46, -17.99], [2.94, -19.97, -18.36], [2.64, -19.05, -18.32], [2.87, -20.29, -17.45], [0.12, -20.65, -19.23], [-0.41, -21.01, -18.50], [-0.44, -20.00, -19.67], [0.24, -23.03, -23.80], [0.09, -22.27, -22.53], [-1.21, -22.59, -21.80], [1.24, -22.52, -21.68], [-0.68, -22.92, -24.39], [0.26, -24.12, -23.62], [1.16, -22.83, -24.34], [0.04, -21.19, -22.70], [-1.36, -23.67, -21.71], [-2.05, -22.11, -22.30], [-1.12, -22.31, -20.75], [1.29, -23.48, -21.56], [6.35, -24.37, -16.50], [5.93, -24.67, -17.92], [6.00, -23.49, -18.86], [6.73, -25.78, -18.42], [7.43, -24.21, -16.40], [6.22, -25.27, -15.90], [5.82, -23.52, -16.08], [4.94, -25.16, -17.87], [6.96, -22.99, -18.66], [5.36, -22.66, -18.53], [5.84, -23.72, -19.91], [6.87, -25.62, -19.36]]
}



# 2
{
  "formula": "C6H23B2CsN",
  "method": "ωB97M-V with the def2-TZVPD basis set",
  "e_homo_ev": -5.42,
  "orbital_gap_ev": 7.25,
  "e_tot_ha": -366.93973,
  "total_charge": -1,
  "elements": ["Cs", "B", "H", "H", "H", "H", "B", "H", "H", "H", "H", "C", "C", "N", "C", "C", "C", "C", "H", "H", "H", "H", "H", "H", "H", "H", "H", "H", "H", "H", "H", "H", "H"],
  "xyz": [[4.00, 14.26, -15.73], [7.31, 14.90, -15.53], [7.22, 14.22, -16.52], [6.76, 14.34, -14.62], [8.48, 15.04, -15.27], [6.76, 15.95, -15.75], [3.62, 14.80, -18.94], [2.92, 14.14, -18.22], [2.88, 15.28, -19.79], [4.21, 15.67, -18.37], [4.44, 14.12, -19.52], [4.30, 18.87, -16.58], [2.96, 18.57, -15.91], [3.04, 17.43, -15.01], [3.67, 17.74, -13.73], [4.24, 16.53, -13.01], [1.73, 16.76, -14.88], [0.73, 17.42, -13.93], [4.19, 19.74, -17.23], [4.55, 18.03, -17.23], [5.13, 18.97, -15.89], [2.56, 19.46, -15.39], [2.23, 18.33, -16.69], [3.03, 18.33, -13.07], [4.50, 18.40, -13.99], [3.46, 15.87, -12.62], [4.79, 16.84, -12.12], [4.87, 15.87, -13.61], [1.30, 16.61, -15.87], [1.91, 15.74, -14.55], [1.11, 17.57, -12.93], [0.36, 18.37, -14.33], [-0.16, 16.79, -13.90]]
}



# 3
{
  "formula": "C6H23N2O4",
  "method": "ωB97M-V with the def2-TZVPD basis set",
  "e_homo_ev": -11.31,
  "orbital_gap_ev": 8.79,
  "e_tot_ha": -652.60671,
  "total_charge": 1,
  "elements": ["C", "C", "C", "N", "C", "C", "C", "N", "H", "H", "H", "H", "H", "H", "H", "H", "H", "H", "H", "H", "H", "H", "H", "H", "H", "O", "H", "H", "O", "H", "H", "O", "H", "H", "O"],
  "xyz": [[0.53, 1.80, -0.46], [1.71, 1.55, 0.43], [1.53, 0.83, 1.81], [0.71, -2.54, 0.31], [1.47, -1.47, 0.89], [0.93, -0.49, 1.65], [-0.36, -0.70, 2.32], [0.20, 0.49, -1.15], [-0.33, 2.08, 0.17], [0.72, 2.53, -1.25], [2.59, 1.24, -0.16], [2.05, 2.56, 0.74], [2.48, 1.02, 2.33], [0.86, 1.47, 2.36], [1.34, -3.32, 0.12], [-0.03, -2.84, 0.93], [2.35, -1.28, 0.28], [-0.64, -1.74, 2.42], [-1.41, -0.16, 2.28], [-0.35, -0.27, 3.33], [0.58, -0.30, -0.63], [0.39, 0.50, -2.14], [-0.83, 0.32, -1.11], [-3.08, 0.72, 3.57], [-1.78, 1.57, 3.93], [-2.26, 1.12, 3.23], [0.15, -0.10, -4.56], [1.43, -0.84, -4.11], [0.89, -0.05, -3.95], [-0.89, -2.45, -1.46], [-1.89, -2.05, -0.40], [-1.56, -1.78, -1.26], [-2.59, 1.88, -2.00], [-2.43, 0.42, -2.56], [-2.03, 1.29, -2.51]]
}



# 4
{
  "formula": "C6H23NO6",
  "method": "ωB97M-V with the def2-TZVPD basis set",
  "e_homo_ev": -9.93,
  "orbital_gap_ev": 10.32,
  "e_tot_ha": -748.57755,
  "total_charge": 0,
  "elements": ["C", "C", "C", "C", "C", "N", "C", "O", "H", "H", "H", "H", "H", "H", "H", "H", "H", "H", "H", "H", "H", "O", "H", "H", "O", "H", "H", "O", "H", "H", "O", "H", "H", "O", "H", "H"],
  "xyz": [[-1.76, 2.60, -0.76], [-1.02, 1.27, -0.65], [-0.49, 1.10, 0.75], [-0.06, 0.78, -1.74], [0.91, 1.93, -2.14], [0.70, -0.38, -1.31], [0.24, -1.63, -1.63], [-0.78, -1.79, -2.29], [-2.85, 2.47, -0.78], [-1.53, 3.30, 0.08], [-1.52, 3.18, -1.67], [-1.90, 0.63, -0.61], [-0.09, 2.04, 1.16], [0.22, 0.28, 0.80], [-1.28, 1.05, 1.51], [-0.52, 0.68, -2.73], [0.96, 2.51, -1.18], [1.86, 1.55, -2.44], [0.50, 2.55, -2.97], [1.45, -0.38, -0.64], [0.85, -2.49, -1.27], [-2.98, -1.97, -0.09], [-2.50, -1.11, -0.21], [-2.42, -2.54, -0.71], [2.30, 0.97, 2.22], [3.18, 1.24, 1.94], [2.01, 0.08, 2.03], [-1.30, -2.70, 2.09], [-2.03, -2.05, 2.13], [-1.77, -3.08, 1.34], [3.04, -1.42, 0.35], [2.73, -1.63, 1.25], [2.60, -2.04, -0.24], [1.36, -1.62, 2.53], [1.33, -1.24, 3.42], [0.56, -2.15, 2.44]]
}



# 5
{
  "formula": "C6H24AgClN12O6",
  "method": "ωB97M-V with the def2-TZVPD basis set",
  "e_homo_ev": [-11.86, -11.74],
  "orbital_gap_ev": [7.73, 3.07],
  "e_tot_ha": -1958.65245,
  "total_charge": 1,
  "spin_multiplicity": 2,
  "elements": ["Ag", "Cl", "C", "O", "N", "N", "H", "H", "H", "H", "C", "O", "N", "N", "H", "H", "H", "H", "C", "O", "N", "N", "H", "H", "H", "H", "C", "O", "N", "N", "H", "H", "H", "H", "C", "O", "N", "N", "H", "H", "H", "H", "C", "O", "N", "N", "H", "H", "H", "H"],
  "xyz": [[-23.45, 12.07, 5.55], [-23.79, 9.66, 6.38], [-20.70, 9.68, 9.79], [-21.58, 10.01, 10.58], [-20.95, 9.33, 8.51], [-19.37, 9.61, 10.15], [-21.93, 9.31, 8.29], [-20.24, 9.01, 7.88], [-18.71, 9.30, 9.46], [-19.13, 9.49, 11.12], [-26.63, 11.91, 4.92], [-25.43, 12.01, 4.57], [-27.04, 11.09, 5.91], [-27.61, 12.54, 4.24], [-27.93, 11.07, 6.35], [-26.32, 10.45, 6.21], [-28.55, 12.44, 4.58], [-27.41, 12.95, 3.35], [-24.53, 7.02, 3.34], [-25.08, 6.22, 2.59], [-24.39, 6.80, 4.67], [-24.01, 8.20, 2.89], [-24.76, 5.94, 5.03], [-24.23, 7.64, 5.21], [-24.13, 8.35, 1.90], [-23.38, 8.72, 3.47], [-26.27, 9.81, 9.83], [-26.67, 10.44, 10.80], [-24.95, 9.47, 9.75], [-27.04, 9.37, 8.80], [-24.65, 9.14, 8.84], [-24.25, 9.91, 10.33], [-26.81, 8.60, 8.16], [-27.99, 9.71, 8.83], [-20.92, 10.51, 3.94], [-21.73, 11.43, 4.20], [-20.12, 10.58, 2.86], [-20.90, 9.34, 4.60], [-19.31, 10.01, 2.70], [-20.19, 11.44, 2.34], [-20.28, 8.60, 4.34], [-21.59, 9.30, 5.35], [-25.88, 6.16, 8.23], [-26.83, 6.74, 7.70], [-24.60, 6.58, 8.02], [-25.97, 5.04, 9.00], [-23.85, 5.98, 8.31], [-24.45, 7.45, 7.54], [-26.88, 4.61, 9.09], [-25.31, 4.91, 9.74]]
}



Calculated energy above the lowest of the compared OMol25 structures with the same formula, charge and spin, 24.08, 0.83, 27.72, 34.22, 0.00 kcal/mol (same order as the records).